(1)
{"formula": "C17H13F3N2O2", "method": "ωB97M-V/def2-TZVPD", "smiles": "Cc1ccc(OC(=O)Cn2c(C(F)(F)F)nc3ccccc32)cc1", "multiplicity": 1, "species": ["C", "C", "C", "C", "C", "C", "C", "H", "H", "O", "C", "O", "C", "N", "C", "N", "C", "C", "C", "C", "C", "C", "H", "H", "H", "H", "C", "F", "F", "F", "H", "H", "H", "H", "H", "H", "H"], "positions_angstrom": [[2.364, -6.733, -0.531], [2.144, -5.252, -0.525], [2.946, -4.402, -1.277], [2.729, -3.038, -1.274], [1.698, -2.503, -0.512], [0.881, -3.332, 0.241], [1.116, -4.696, 0.226], [0.480, -5.341, 0.814], [0.076, -2.927, 0.830], [1.568, -1.116, -0.608], [0.805, -0.369, 0.175], [0.123, -0.716, 1.097], [0.934, 1.102, -0.264], [-0.199, 1.860, 0.174], [-1.434, 1.918, -0.417], [-2.311, 2.611, 0.244], [-1.658, 3.038, 1.369], [-2.115, 3.815, 2.429], [-1.225, 4.091, 3.443], [0.089, 3.612, 3.418], [0.563, 2.842, 2.376], [-0.326, 2.561, 1.349], [1.576, 2.471, 2.371], [0.748, 3.850, 4.239], [-1.543, 4.689, 4.283], [-3.129, 4.178, 2.441], [-1.707, 1.260, -1.727], [-2.965, 1.391, -2.124], [-0.929, 1.767, -2.712], [-1.431, -0.060, -1.707], [1.837, 1.518, 0.193], [1.043, 1.147, -1.350], [3.347, -2.374, -1.858], [3.749, -4.810, -1.873], [2.339, -7.129, 0.482], [3.320, -6.983, -0.985], [1.575, -7.225, -1.100]], "nbo_charge": [-0.6268, -0.0185, -0.2066, -0.2244, 0.2438, -0.2004, -0.2149, 0.2131, 0.2454, -0.4893, 0.7947, -0.5681, -0.3193, -0.3498, 0.2544, -0.3881, 0.0577, -0.1754, -0.2304, -0.1972, -0.2631, 0.1908, 0.2150, 0.2158, 0.2158, 0.2263, 0.9545, -0.2891, -0.3268, -0.3231, 0.2419, 0.2494, 0.2228, 0.2130, 0.2199, 0.2149, 0.2222]}



(2)
{"formula": "C24H37GeN3O9PS5Zr", "method": "ωB97M-V/def2-TZVPD", "de_lowest_ev": 2.365, "multiplicity": 2, "total_charge": -2, "species": ["Zr", "C", "C", "O", "P", "S", "S", "O", "C", "C", "H", "H", "H", "H", "H", "H", "H", "H", "H", "H", "O", "S", "O", "O", "C", "C", "C", "C", "C", "C", "S", "O", "O", "O", "H", "H", "H", "H", "S", "C", "N", "C", "C", "C", "C", "H", "H", "H", "H", "H", "C", "Ge", "C", "C", "C", "H", "H", "H", "H", "H", "H", "H", "H", "H", "H", "O", "H", "H", "N", "C", "C", "C", "C", "C", "N", "H", "H", "H", "H", "H", "H"], "positions_angstrom": [[-1.072, -0.083, -0.795], [4.413, 2.007, -1.711], [3.923, 0.575, -1.791], [2.883, 0.500, -2.756], [1.553, -0.450, -2.414], [1.006, 0.943, 0.271], [0.062, 0.797, -3.100], [1.685, -1.458, -3.727], [2.080, -2.812, -3.512], [3.477, -2.926, -2.912], [5.176, 2.113, -0.932], [3.567, 2.660, -1.471], [4.835, 2.318, -2.670], [3.562, 0.258, -0.810], [4.744, -0.090, -2.091], [2.052, -3.282, -4.494], [1.353, -3.315, -2.874], [4.221, -2.468, -3.570], [3.736, -3.979, -2.757], [3.512, -2.415, -1.946], [-3.315, 0.082, -0.550], [-3.411, -1.230, 0.183], [-4.228, -1.095, 1.368], [-1.965, -1.521, 0.500], [-3.908, -2.553, -0.750], [-5.137, -3.195, -0.473], [-5.400, -4.447, -0.952], [-4.409, -5.157, -1.709], [-3.216, -4.548, -2.023], [-2.914, -3.254, -1.577], [-1.617, -2.384, -2.322], [-0.434, -2.161, -1.405], [-1.244, -3.079, -3.520], [-2.152, -1.002, -2.494], [-5.859, -2.664, 0.137], [-6.360, -4.911, -0.757], [-4.609, -6.166, -2.049], [-2.482, -5.048, -2.648], [-1.726, 2.583, -0.720], [-0.127, 3.462, -0.328], [0.701, 3.521, -1.538], [1.092, 4.656, -2.149], [0.867, 5.892, -1.640], [0.047, 5.963, -0.445], [-0.434, 4.862, 0.146], [0.736, 2.652, -2.067], [1.630, 4.501, -3.079], [1.232, 6.780, -2.133], [-0.198, 6.938, -0.036], [-1.115, 4.927, 0.989], [1.095, 4.470, 3.309], [0.099, 2.876, 2.663], [-1.701, 3.245, 3.338], [0.943, 1.404, 3.632], [0.660, 2.694, 0.757], [1.257, 4.398, 4.391], [0.527, 5.386, 3.106], [2.069, 4.565, 2.817], [-1.611, 3.967, 4.155], [-2.149, 2.322, 3.706], [-2.345, 3.657, 2.557], [0.618, 1.363, 4.677], [2.027, 1.547, 3.587], [0.719, 0.455, 3.141], [1.649, 3.161, 0.805], [-1.898, 0.924, 1.712], [-2.789, 0.571, 1.843], [-2.007, 1.685, 1.105], [-0.944, -1.553, 3.253], [-0.116, -2.423, 2.567], [0.064, -3.747, 3.004], [1.007, -4.527, 2.379], [1.743, -3.998, 1.325], [1.469, -2.696, 0.948], [0.573, -1.918, 1.546], [-1.814, -1.954, 3.564], [-1.087, -0.686, 2.744], [-0.523, -4.130, 3.831], [1.171, -5.544, 2.717], [2.492, -4.580, 0.807], [1.991, -2.231, 0.114]], "lowdin_spin": [0.0170, 0.0000, 0.0002, 0.0013, 0.0024, 0.0002, 0.0000, 0.0002, 0.0001, 0.0001, 0.0000, 0.0000, 0.0000, 0.0001, 0.0000, 0.0000, 0.0001, 0.0000, 0.0000, 0.0001, 0.0172, 0.0634, 0.0220, 0.0149, 0.2101, 0.0470, 0.1069, 0.1487, 0.0258, 0.2147, 0.0459, 0.0130, 0.0204, 0.0105, 0.0009, 0.0060, 0.0106, -0.0015, 0.0004, 0.0001, 0.0001, 0.0000, 0.0000, 0.0000, 0.0000, 0.0000, 0.0000, 0.0000, 0.0000, 0.0000, 0.0000, 0.0000, 0.0000, 0.0000, 0.0000, 0.0000, 0.0000, 0.0000, 0.0000, 0.0000, 0.0000, 0.0000, 0.0000, 0.0000, 0.0000, 0.0003, 0.0000, 0.0001, 0.0000, 0.0001, 0.0000, 0.0001, 0.0000, 0.0001, 0.0003, 0.0000, 0.0000, 0.0000, 0.0000, 0.0000, 0.0000]}



| no. | calculated total energy (a.u.) |
| --- | --- |
| 1 | -1215.25522 |
| 2 | -6234.67792 |